## 1
Computed, not measured: the molecule C3H3NOS, with the ωB97M-V functional and the def2-TZVPD basis.

Structure (ORCA input):
```
! wB97M-V def2-TZVPD RIJCOSX def2/J DEFGRID3
* xyz 0 1
S -1.42 -1.98 0.16
C -0.26 -0.57 0.07
C 1.04 -0.44 0.54
O 1.28 0.90 0.27
C 0.39 1.37 -0.48
N -0.62 0.54 -0.76
H -2.61 -1.10 0.13
H 1.86 -1.06 0.81
H 0.35 2.34 -0.73
*
```

The value obtained for the gap between HOMO and LUMO is 9.7 eV. The SMILES is Sc1cocn1. The value obtained for the HOMO energy is -8.91 eV.


## 2
Computed, not measured: the molecule C3H3NOS, with the ωB97M-V functional and the def2-TZVPD basis.

Structure (ORCA input):
```
! wB97M-V def2-TZVPD RIJCOSX def2/J DEFGRID3
* xyz 0 1
N -2.51 -0.24 -0.47
C -1.41 -0.46 -0.28
C -0.09 -0.94 0.06
O 1.00 -0.10 -0.36
C 0.91 1.16 0.04
S 1.98 2.26 -0.35
H 0.17 -1.90 -0.47
H -0.04 -1.19 1.16
H -0.02 1.41 0.66
*
```

The value obtained for the gap between HOMO and LUMO is 9.3 eV. The SMILES is N#CCOC=S. The value obtained for the HOMO energy is -9.27 eV.


## 3
Computed, not measured: a cluster of 2 separate species, C3H3NOS in total, with the ωB97M-V functional and the def2-TZVPD basis.

Structure (ORCA input):
```
! wB97M-V def2-TZVPD RIJCOSX def2/J DEFGRID3
* xyz 0 1
C -1.14 0.00 0.18
C 0.60 0.20 1.94
C 0.44 -0.40 -1.61
N -0.57 -0.18 -0.87
O 1.35 -0.24 1.13
S -0.30 0.87 3.01
H -1.97 0.70 0.40
H 0.27 -1.12 -2.46
H 1.32 0.16 -1.71
*
```

The value obtained for the gap between HOMO and LUMO is 8.5 eV. The value obtained for the HOMO energy is -8.02 eV.


Energies relative to the most stable structure, in eV: 1 0.115; 2 0.000; 3 1.295.


## 1
Computed, not measured: a cluster of 4 separate species, C2H12NO3 in total, with the ωB97M-V functional and the def2-TZVPD basis.

Structure (ORCA input):
```
! wB97M-V def2-TZVPD RIJCOSX def2/J DEFGRID3
* xyz 1 1
C 0.11 -3.45 -1.08
C -0.04 -1.53 -2.77
N -0.34 -2.08 -1.61
H 1.18 -3.43 -0.82
H -0.57 -3.63 -0.23
H -0.14 -4.00 -2.03
H 0.48 -2.11 -3.54
H -0.40 -0.46 -2.84
H -0.92 -1.48 -0.91
H 0.02 3.19 1.29
H 1.04 2.61 2.17
O 0.50 2.30 1.49
H 0.77 -0.53 1.05
H 0.12 0.71 0.52
O 0.00 -0.26 0.61
H -0.43 5.51 2.62
H -1.10 4.09 3.18
O -0.30 4.56 2.87
*
```

The value obtained for the gap between HOMO and LUMO is 9.4 eV. The value obtained for the HOMO energy is -14.21 eV.


## 2
Computed, not measured: a cluster of 4 separate species, C2H12NO3 in total, with the ωB97M-V functional and the def2-TZVPD basis.

Structure (ORCA input):
```
! wB97M-V def2-TZVPD RIJCOSX def2/J DEFGRID3
* xyz 1 1
C -0.96 -0.18 -0.02
C 1.47 0.13 -0.37
N 0.41 0.09 0.45
H -0.92 -0.28 -1.03
H -1.31 -1.09 0.44
H -1.59 0.67 0.24
H 1.21 0.29 -1.37
H 2.47 -0.18 -0.10
H 0.63 0.15 1.46
H -2.95 0.04 3.08
H -1.60 0.54 3.39
O -2.11 0.15 2.69
H 1.43 -3.41 -1.57
H 2.71 -3.22 -1.04
O 1.90 -2.79 -1.06
H 0.14 3.38 -1.45
H -0.68 2.81 -2.66
O -0.47 2.63 -1.64
*
```

The value obtained for the gap between HOMO and LUMO is 10.2 eV. The value obtained for the HOMO energy is -15.02 eV.


## 3
Computed, not measured: a cluster of 4 separate species, C2H12NO3 in total, with the ωB97M-V functional and the def2-TZVPD basis.

Structure (ORCA input):
```
! wB97M-V def2-TZVPD RIJCOSX def2/J DEFGRID3
* xyz 1 1
C 1.12 -1.48 -0.62
C 1.50 -1.85 0.59
N 0.69 -0.04 -0.70
H 0.64 -2.06 -1.39
H 1.88 -2.85 0.80
H 1.53 -1.21 1.47
H 1.26 0.58 -0.10
H -0.26 0.17 -0.33
H 0.76 0.40 -1.61
H -2.08 1.16 -1.85
H -2.52 0.50 -0.49
O -1.77 0.61 -1.12
H -3.95 0.65 1.50
H -3.93 -0.73 0.74
O -3.53 0.13 0.80
H 3.62 1.81 0.69
H 2.35 2.42 1.14
O 2.68 1.78 0.49
*
```

The value obtained for the gap between HOMO and LUMO is 11.8 eV. The value obtained for the HOMO energy is -14.64 eV.


## 4
Computed, not measured: a cluster of 3 separate species, C2H12NO3 in total, with the ωB97M-V functional and the def2-TZVPD basis.

Structure (ORCA input):
```
! wB97M-V def2-TZVPD RIJCOSX def2/J DEFGRID3
* xyz 1 1
C 0.67 -1.75 0.81
O -0.62 -2.03 0.31
C 0.76 -0.23 0.99
N -0.17 0.45 0.05
H 0.82 -2.18 1.81
H 1.45 -2.15 0.17
H -0.74 -2.98 0.17
H 1.76 0.16 0.76
H 0.45 0.07 1.98
H 0.10 0.57 -0.93
H -1.04 -0.10 -0.12
H -0.42 1.42 0.32
H -0.54 4.04 1.36
H -1.67 3.39 0.59
O -0.91 3.17 1.14
H -0.35 -0.54 -3.82
H 0.51 -1.01 -2.64
O -0.04 -0.28 -2.94
*
```

The value obtained for the gap between HOMO and LUMO is 12.0 eV. The value obtained for the HOMO energy is -15.00 eV.


Energies relative to the most stable structure, in eV: 1 1.482; 2 1.660; 3 0.614; 4 0.000.


## 1
Computed, not measured: the molecule C2H4N2O2S, with the ωB97M-V functional and the def2-TZVPD basis.

Structure (ORCA input):
```
! wB97M-V def2-TZVPD RIJCOSX def2/J DEFGRID3
* xyz 0 1
O -0.04 1.17 -2.37
C 0.82 0.82 -1.54
N 0.37 0.27 -0.42
O 1.31 -0.36 0.47
C -1.01 0.02 -0.25
N -1.40 -0.70 0.69
S -0.33 -1.39 1.97
H 1.93 0.77 -1.73
H 1.54 0.26 1.14
H -1.80 0.33 -0.96
H -1.38 -1.21 2.99
*
```

The value obtained for the gap between HOMO and LUMO is 9.4 eV. The SMILES is O=CN(O)/C=N\S. The value obtained for the HOMO energy is -8.94 eV.


## 2
Computed, not measured: a cluster of 2 separate species, C2H4N2O2S in total, with the ωB97M-V functional and the def2-TZVPD basis.

Structure (ORCA input):
```
! wB97M-V def2-TZVPD RIJCOSX def2/J DEFGRID3
* xyz 0 1
C -2.20 -1.28 -0.09
C -0.32 0.00 0.51
N 2.16 -0.13 -0.50
N -0.42 1.39 0.12
O -1.34 1.74 -0.56
O 0.50 2.05 0.57
S 1.01 -0.87 0.51
H -1.91 -2.29 0.45
H -2.97 -0.74 0.23
H 2.63 0.83 -0.35
H 2.87 -0.70 -0.88
*
```

The value obtained for the gap between HOMO and LUMO (alpha / beta) is 7.8 / 6.8 eV. The value obtained for the HOMO energy (alpha / beta) is -9.39 / -8.14 eV.


Energies relative to the most stable structure, in eV: 1 0.000; 2 6.828.


## 1
Computed, not measured: the molecule C3H3O2P, with the ωB97M-V functional and the def2-TZVPD basis.

Structure (ORCA input):
```
! wB97M-V def2-TZVPD RIJCOSX def2/J DEFGRID3
* xyz 0 1
C 0.08 -1.10 -0.42
C 0.80 -0.04 -0.51
C -1.43 -1.18 -0.10
O -1.94 -2.24 0.08
O -2.13 -0.06 -0.03
P -1.82 1.56 -0.15
H 0.41 -2.13 -0.52
H 1.56 0.67 -0.63
H -1.61 1.74 1.24
*
```

The value obtained for the gap between HOMO and LUMO (alpha / beta) is 7.9 / 8.1 eV. The value obtained for the HOMO energy (alpha / beta) is -9.01 / -8.76 eV.


## 2
Computed, not measured: the molecule C3H3O2P, with the ωB97M-V functional and the def2-TZVPD basis.

Structure (ORCA input):
```
! wB97M-V def2-TZVPD RIJCOSX def2/J DEFGRID3
* xyz 0 1
O -1.92 1.91 1.41
C -1.43 1.49 0.47
P -0.98 1.13 -1.07
C 0.36 -0.22 -0.76
C 0.86 -0.80 0.59
O 0.32 -0.59 1.64
H -0.05 -1.09 -1.25
H 1.22 -0.29 -1.37
H 1.62 -1.53 0.35
*
```

The value obtained for the gap between HOMO and LUMO is 8.8 eV. The SMILES is O=C=PCC=O. The value obtained for the HOMO energy is -8.75 eV.


Energies relative to the most stable structure, in eV: 1 1.804; 2 0.000.


## 1
Computed, not measured: the molecule C6H10O2, with the ωB97M-V functional and the def2-TZVPD basis.

Structure (ORCA input):
```
! wB97M-V def2-TZVPD RIJCOSX def2/J DEFGRID3
* xyz 0 1
C 0.30 -0.70 1.36
C -0.16 -1.68 0.58
O -0.97 -1.87 -0.60
C -1.14 -0.86 -1.74
C -0.31 0.47 -1.13
O 0.19 1.76 -1.18
C 0.98 1.68 0.03
C 0.19 0.87 1.31
H 0.77 -1.14 2.33
H -0.10 -2.73 0.95
H -2.14 -0.66 -1.82
H -0.43 -1.31 -2.53
H 0.70 -0.21 -1.13
H -0.95 0.31 -0.25
H 1.14 2.69 0.21
H 1.80 0.97 -0.11
H 0.77 0.92 2.18
H -0.63 1.47 1.52
*
```

The value obtained for the gap between HOMO and LUMO is 9.9 eV. The SMILES is C1=C\OCCOCC/1. The value obtained for the HOMO energy is -8.97 eV.


## 2
Computed, not measured: the molecule C6H10O2, with the ωB97M-V functional and the def2-TZVPD basis.

Structure (ORCA input):
```
! wB97M-V def2-TZVPD RIJCOSX def2/J DEFGRID3
* xyz 0 1
C 2.65 -0.70 -0.14
C 1.29 -0.04 0.31
C -0.05 -0.68 -0.19
C -0.94 0.55 -0.01
C -2.46 0.50 0.10
O -2.90 -0.79 -0.21
C -0.10 1.64 -0.12
O 1.18 1.26 -0.17
H 3.43 -0.02 0.12
H 2.58 -0.84 -1.20
H 2.79 -1.54 0.48
H 1.32 -0.03 1.43
H -0.30 -1.60 0.34
H 0.08 -0.86 -1.28
H -2.86 0.75 1.11
H -2.96 1.07 -0.70
H -2.46 -1.38 0.40
H -0.31 2.70 -0.27
*
```

The value obtained for the gap between HOMO and LUMO is 9.0 eV. The SMILES is C[C@@H]1CC(CO)=CO1. The value obtained for the HOMO energy is -8.13 eV.


Energies relative to the most stable structure, in eV: 1 5.255; 2 0.000.


## 1
Computed, not measured: the molecule C6H10O2, with the ωB97M-V functional and the def2-TZVPD basis.

Structure (ORCA input):
```
! wB97M-V def2-TZVPD RIJCOSX def2/J DEFGRID3
* xyz 0 1
C 1.91 -0.88 -0.83
C 0.96 0.13 -0.51
C 0.46 0.60 -1.89
O -0.24 -0.59 -2.28
C 0.11 -0.02 0.72
C 0.46 -0.18 2.05
O -1.10 0.14 0.30
C -2.13 0.26 1.21
H 2.73 -0.58 -1.73
H 2.83 -1.62 -0.23
H -0.28 1.57 -1.88
H 1.37 0.83 -2.65
H -1.12 -0.25 -1.65
H 1.39 -0.07 2.35
H -0.37 -0.31 2.79
H -1.48 -0.35 1.95
H -2.32 1.48 1.42
H -3.19 -0.13 0.86
*
```

The value obtained for the gap between HOMO and LUMO is 9.0 eV. The SMILES is C=C(CO)C(=C)OC. The value obtained for the HOMO energy is -8.61 eV.


## 2
Computed, not measured: the molecule C6H10O2, with the ωB97M-V functional and the def2-TZVPD basis.

Structure (ORCA input):
```
! wB97M-V def2-TZVPD RIJCOSX def2/J DEFGRID3
* xyz 0 1
C 1.71 0.89 0.20
O 1.74 -0.26 -0.56
C 0.45 -0.82 -0.74
C -0.67 0.20 -1.25
C -1.50 0.62 0.17
C -0.53 -0.11 1.21
C -0.09 -1.43 0.54
O 0.77 0.83 1.20
H 1.26 1.71 -0.39
H 2.78 0.99 0.48
H 0.68 -1.44 -1.63
H -0.20 1.20 -1.53
H -1.25 -0.11 -2.04
H -2.55 0.26 0.32
H -1.50 1.69 0.28
H -0.89 -0.21 2.18
H 0.75 -1.92 1.09
H -0.97 -2.09 0.49
*
```

The value obtained for the gap between HOMO and LUMO is 10.2 eV. The SMILES is C1O[C@@H]2CC[C@@H](C2)O1. The value obtained for the HOMO energy is -9.22 eV.


## 3
Computed, not measured: a cluster of 2 separate species, C6H10O2 in total, with the ωB97M-V functional and the def2-TZVPD basis.

Structure (ORCA input):
```
! wB97M-V def2-TZVPD RIJCOSX def2/J DEFGRID3
* xyz 0 1
C 2.50 -0.96 0.78
C 2.00 -0.21 1.96
O 2.34 -0.37 3.10
O 1.06 0.70 1.62
H 1.95 -0.68 -0.12
H 2.44 -2.03 0.97
H 3.55 -0.78 0.57
H 0.80 1.14 2.44
C -1.36 -1.16 -2.21
C -1.90 -0.33 -1.31
C -1.41 0.98 -0.95
C -1.97 1.80 -0.08
H -0.48 -0.84 -2.76
H -1.81 -2.10 -2.44
H -2.79 -0.67 -0.77
H -0.47 1.26 -1.42
H -1.57 2.76 0.22
H -2.88 1.49 0.41
*
```

The value obtained for the gap between HOMO and LUMO is 9.7 eV. The SMILES is CC(=O)O.C=CC=C. The value obtained for the HOMO energy is -9.00 eV.


Energies relative to the most stable structure, in eV: 1 7.134; 2 1.418; 3 0.000.